Entry 1:
# C38H100N8O11

A molecular structure, C38H100N8O11 at a distorted geometry (ωB97M-V/def2-TZVPD, OMol25).

HOMO energy = -7.287 eV
ΔE to the lowest compared entry with this formula, charge and spin = 554.8 kcal/mol
gap between HOMO and LUMO = 0.281 hartree

The geometry in ORCA input format:
```
! RIJCOSX wB97M-V def2-TZVPD def2/J DEFGRID3
* xyz 0 1
C -2.7231 -2.7764 -2.5089
O -1.9266 -1.7634 -1.9754
C -1.8733 -1.6025 -0.5782
C -0.8222 -0.6192 -0.4783
N -0.4833 -0.1958 0.9217
C 0.0925 1.1404 0.9195
C 0.3298 1.7543 2.3379
O 1.2914 2.7171 2.4302
C 1.5589 3.2089 3.6532
H -3.7529 -2.4942 -2.2899
H -2.5031 -3.7752 -2.1320
H -2.5602 -2.7227 -3.5853
H -1.8078 -2.5463 -0.0370
H -2.7781 -1.2336 -0.0951
H -1.1922 0.2514 -1.0197
H 0.0891 -1.0946 -0.8411
H -1.2875 -0.2042 1.5327
H -0.5726 1.8329 0.4035
H 1.0139 1.3368 0.3713
H 0.6983 1.0808 3.1117
H -0.6140 2.0496 2.7963
H 1.9745 2.6173 4.4689
H 0.6476 3.6460 4.0614
H 2.2850 4.0138 3.5388
C -3.3899 1.5312 -4.0718
O -2.0804 1.1816 -3.8325
C -1.9151 -0.2073 -3.9836
C -0.7103 -0.7464 -3.1929
N 0.5219 0.0893 -3.3256
C 1.4564 -0.3087 -4.3321
C 2.5723 0.7411 -4.3640
O 2.2389 1.7556 -5.2537
C 2.8522 2.9682 -4.9291
H -3.4415 2.6199 -4.0663
H -3.9874 1.0008 -3.3302
H -3.6426 1.2528 -5.0949
H -1.6156 -0.2667 -5.0300
H -2.8062 -0.8350 -3.9862
H -0.4508 -1.8014 -3.2815
H -0.9878 -0.6250 -2.1458
H 0.0873 0.9999 -3.2822
H 0.8047 -0.2808 -5.2054
H 1.8590 -1.3022 -4.1350
H 3.5067 0.1808 -4.3969
H 2.5864 1.2235 -3.3867
H 2.5142 3.3009 -3.9477
H 2.4614 3.7875 -5.5325
H 3.9383 2.9300 -4.8448
C 5.1782 7.6439 -3.2983
O 4.0740 7.1535 -3.9887
C 4.3799 5.9677 -4.8316
C 4.9664 4.8517 -4.0543
N 3.9254 4.1358 -3.2974
C 4.4310 2.9119 -2.6051
C 3.3267 2.3400 -1.7893
O 2.7468 3.3627 -0.8890
C 2.0968 2.9120 0.2699
H 5.9813 7.7891 -4.0209
H 5.4809 7.0859 -2.4123
H 4.9041 8.6528 -2.9899
H 5.0774 6.2111 -5.6331
H 3.4879 5.7299 -5.4112
H 5.8063 5.2492 -3.4844
H 5.4657 4.1845 -4.7569
H 3.4155 4.6680 -2.6068
H 5.2834 3.1332 -1.9628
H 4.7362 2.1775 -3.3505
H 3.8224 1.5584 -1.2136
H 2.6696 1.8007 -2.4716
H 1.8625 3.6874 0.9992
H 2.6537 2.1453 0.8084
H 1.2045 2.3149 0.0819
C 0.3216 -5.8113 -3.6833
C 1.5936 -4.9506 -3.9238
C 1.4581 -3.5936 -3.1278
O 1.0968 -3.7739 -1.7436
C 1.0297 -2.6013 -1.1331
N 2.7487 -5.6563 -3.4095
H -0.5682 -5.1909 -3.7897
H 0.3974 -6.2203 -2.6758
H 0.2136 -6.6475 -4.3742
H 1.7790 -4.8629 -4.9944
H 0.6370 -3.0686 -3.6160
H 2.3319 -2.9495 -3.2262
H 0.7177 -2.8898 -0.1294
H 0.6188 -1.7534 -1.6811
H 2.0147 -2.1697 -0.9554
H 2.6337 -6.0338 -2.4797
H 3.4897 -4.9808 -3.2882
C -6.4407 -6.6797 0.0582
C -5.5716 -5.4822 -0.5874
C -4.6922 -4.7288 0.4580
O -4.1931 -3.5952 -0.1324
C -3.8608 -2.4516 0.7169
N -4.7498 -6.1133 -1.6014
H -5.9729 -7.4294 0.6964
H -6.9242 -7.2397 -0.7423
H -7.1721 -6.2232 0.7250
H -6.3652 -4.8469 -0.9805
H -3.7919 -5.2750 0.7392
H -5.1898 -4.4532 1.3879
H -4.6892 -2.2949 1.4078
H -3.9416 -1.5525 0.1060
H -2.8771 -2.3971 1.1831
H -4.0962 -5.4015 -1.8950
H -4.1126 -6.8146 -1.2516
C -4.5686 -1.2178 3.2162
C -3.5969 -0.1395 3.1345
C -3.4641 0.7510 4.3278
O -3.0734 -0.1188 5.4023
C -1.7669 0.1337 5.9609
N -2.2726 -0.5467 2.6993
H -5.5528 -0.7580 3.3055
H -4.3826 -1.8233 4.1032
H -4.5364 -1.8310 2.3156
H -3.8266 0.6626 2.4332
H -4.4234 1.2573 4.4355
H -2.8847 1.6009 3.9672
H -1.5345 -0.6772 6.6511
H -1.6022 1.0667 6.4999
H -1.1542 -0.0115 5.0711
H -1.6904 -0.8043 3.4835
H -2.4490 -1.4413 2.2649
C 4.2748 -4.0316 2.6206
C 4.4330 -2.9134 3.6261
C 3.4965 -1.7250 3.1401
O 2.1202 -2.1689 3.0557
C 1.2001 -1.2370 2.3629
N 3.9538 -3.3710 4.8322
H 4.8484 -4.9012 2.9413
H 4.7521 -3.6555 1.7158
H 3.2288 -4.3312 2.5550
H 5.4552 -2.5377 3.6716
H 3.8007 -1.3673 2.1564
H 3.6736 -0.8952 3.8242
H 0.2721 -1.7104 2.0423
H 1.5653 -0.6309 1.5339
H 0.9357 -0.4316 3.0481
H 4.2573 -4.3264 4.9552
H 2.9819 -3.3260 4.5609
C -3.5972 4.5075 3.5048
C -2.0402 4.6357 3.5236
C -1.3717 4.0915 4.7983
O 0.0680 4.2626 4.7200
C 0.7522 4.1704 5.9851
N -1.6903 3.9881 2.3047
H -4.1135 3.5927 3.2139
H -3.9290 5.1715 2.7066
H -4.1695 4.9481 4.3212
H -1.6584 5.6546 3.5878
H -1.5781 3.0335 4.9598
H -1.6755 4.7691 5.5963
H 1.3571 4.9835 6.3864
H 1.2815 3.2190 5.9324
H 0.0347 4.1278 6.8045
H -0.6915 3.9750 2.1553
H -1.7547 2.9832 2.3822
*
```

Entry 2:
# C38H109N9O12

12 unconnected molecules or ions with the total composition C38H109N9O12 at a distorted geometry (ωB97M-V/def2-TZVPD, OMol25).

HOMO energy = -8.539 eV
ΔE to the lowest compared entry with this formula, charge and spin = 69.9 kcal/mol
structure (SMILES) = COC[C@H](C)N.COC[C@H](C)N.COC[C@H](C)N.COC[C@H](C)N.COC[C@H](C)N.COC[C@H](C)N.COC[C@H](C)N.COC[C@H](C)N.COC[C@H](C)N.CCO.O.O
gap between HOMO and LUMO = 0.321 hartree

The geometry in ORCA input format:
```
! RIJCOSX wB97M-V def2-TZVPD def2/J DEFGRID3
* xyz 0 1
O -0.5035 5.3807 0.4155
H -1.1289 4.6794 0.2332
H -0.0653 5.1079 1.2216
O -1.1133 1.6703 -4.2874
H -1.8731 2.0541 -4.7252
H -1.4485 1.3729 -3.4416
C 2.5634 5.4718 3.6486
C 1.2200 4.9084 3.7692
O 1.0607 3.9204 2.7295
H 2.6860 5.9206 2.6629
H 3.2729 4.6444 3.6389
H 2.8016 6.2473 4.3766
H 0.3902 5.6057 3.8844
H 1.2085 4.3787 4.7218
H 1.5516 3.1094 2.8811
C -5.9356 3.0282 1.1382
C -5.0015 3.3562 2.3052
C -4.2423 4.6561 2.2251
O -3.3412 4.8446 3.3148
C -2.8642 6.1720 3.4900
N -5.9510 3.4163 3.4844
H -6.6101 3.8694 0.9787
H -6.5227 2.1332 1.3443
H -5.4527 2.7412 0.2041
H -4.2628 2.5610 2.4057
H -4.8947 5.5129 2.3938
H -3.7869 4.7209 1.2370
H -1.9307 5.9824 4.0199
H -3.4166 6.8568 4.1334
H -2.4753 6.6976 2.6178
H -5.2463 3.6263 4.1767
H -6.2685 2.4905 3.7338
C 0.2305 -4.7369 -6.9204
C 0.8728 -3.8917 -5.8633
C 0.4998 -4.1641 -4.3878
O 1.2461 -3.1432 -3.6007
C 0.8526 -2.9656 -2.2636
N 2.2876 -3.9962 -6.0917
H 0.5205 -5.7870 -6.9564
H 0.5431 -4.3014 -7.8695
H -0.8578 -4.7106 -6.9762
H 0.5430 -2.8669 -6.0337
H 0.8190 -5.0932 -3.9157
H -0.5746 -4.2707 -4.2377
H 0.0388 -2.2441 -2.1905
H 1.8031 -2.6782 -1.8141
H 0.5807 -3.8830 -1.7415
H 2.8364 -3.2831 -5.6331
H 2.5596 -4.8753 -5.6756
C 2.5344 -2.0871 3.5273
C 3.5789 -2.4092 2.4853
C 3.4629 -3.8940 2.0052
O 3.8234 -4.8818 2.9421
C 3.6500 -6.2578 2.5775
N 3.3578 -1.4275 1.4281
H 2.7167 -2.7567 4.3678
H 1.5195 -2.2091 3.1490
H 2.4803 -1.0531 3.8680
H 4.5115 -2.2152 3.0151
H 4.0225 -4.1526 1.1063
H 2.5055 -4.0629 1.5123
H 4.4326 -6.4407 1.8411
H 2.6436 -6.4562 2.2088
H 3.5997 -6.8876 3.4657
H 4.2131 -1.2693 0.9146
H 2.6221 -1.6880 0.7871
C -2.9023 2.3389 -0.9500
C -1.5626 1.6305 -1.2424
C -0.6517 1.2358 0.0746
O 0.5766 0.6902 -0.2791
C 1.6849 1.2984 0.3606
N -1.9905 0.4304 -2.0015
H -3.5232 1.6664 -0.3581
H -3.3357 2.5379 -1.9301
H -2.7365 3.2960 -0.4554
H -0.8741 2.3122 -1.7417
H -1.0841 0.4323 0.6708
H -0.5456 2.0475 0.7942
H 1.8551 2.3217 0.0257
H 2.6444 0.7966 0.2352
H 1.4374 1.2631 1.4216
H -2.8666 0.1491 -1.5851
H -1.3765 -0.3217 -1.7232
C 5.5058 0.9703 -0.1677
C 6.7022 0.1267 -0.5744
C 6.4923 -1.4290 -0.7349
O 5.1607 -1.7738 -1.3223
C 5.1079 -3.1632 -1.7101
N 6.8697 0.5523 -1.9372
H 4.9288 0.5673 0.6646
H 4.7230 1.1529 -0.9040
H 5.8450 1.9396 0.1976
H 7.5388 0.5297 -0.0037
H 6.4525 -1.8985 0.2480
H 7.3027 -1.8585 -1.3238
H 5.4422 -3.7433 -0.8499
H 5.5177 -3.2918 -2.7118
H 4.1078 -3.5166 -1.9614
H 6.2026 0.0913 -2.5393
H 6.4707 1.4787 -1.9899
C -6.3191 -3.8919 1.7131
C -6.5786 -2.7133 2.7109
C -5.3007 -1.9450 2.9774
O -4.6664 -1.3529 1.8882
C -3.6745 -0.4403 2.3388
N -7.7346 -1.9512 2.2766
H -5.8622 -3.7118 0.7400
H -7.2443 -4.4393 1.5328
H -5.5873 -4.5436 2.1904
H -6.9012 -3.1212 3.6689
H -4.6143 -2.6540 3.4403
H -5.5983 -1.1603 3.6729
H -3.1488 -0.0854 1.4524
H -3.0049 -1.0541 2.9414
H -3.9979 0.3875 2.9699
H -7.6923 -1.8527 1.2723
H -7.6124 -1.0714 2.7574
C 1.9968 0.4340 -3.1733
C 2.8340 0.0420 -4.3541
C 2.5639 0.7960 -5.5906
O 3.6575 0.5659 -6.6240
C 3.4145 -0.4998 -7.5411
N 4.2094 0.1673 -3.9666
H 0.9828 0.0355 -3.2045
H 1.9519 1.4921 -2.9154
H 2.5148 0.0232 -2.3067
H 2.6217 -0.9927 -4.6232
H 2.4801 1.7764 -5.1217
H 1.5787 0.6058 -6.0164
H 3.4061 -1.4931 -7.0923
H 4.2903 -0.4162 -8.1845
H 2.4874 -0.3522 -8.0949
H 4.5207 -0.6408 -3.4469
H 4.8669 0.2167 -4.7316
C -6.3308 -0.3746 -0.7927
C -5.6089 -1.4932 -1.5067
C -5.6023 -1.4563 -3.0132
O -6.8215 -1.9536 -3.5551
C -7.0336 -1.6952 -4.8873
N -4.2970 -1.4706 -0.9510
H -5.9684 -0.3071 0.2331
H -7.4060 -0.5001 -0.6651
H -6.1182 0.5492 -1.3308
H -6.0135 -2.4659 -1.2269
H -4.8317 -2.1622 -3.3229
H -5.4110 -0.4200 -3.2920
H -6.3568 -2.1950 -5.5803
H -6.7467 -0.7223 -5.2865
H -8.0994 -1.8307 -5.0708
H -4.5006 -1.7413 0.0005
H -3.7370 -2.2635 -1.2300
C 5.4215 1.6279 4.2824
C 3.9415 1.5474 4.5739
C 3.3790 2.4715 5.6781
O 2.0696 2.1837 5.9926
C 1.6378 2.8839 7.1932
N 3.0462 1.6630 3.4090
H 5.7594 2.6052 3.9376
H 5.8283 0.8964 3.5843
H 5.9407 1.5890 5.2400
H 3.8090 0.6096 5.1133
H 3.5789 3.5151 5.4350
H 3.8864 2.3479 6.6349
H 2.1350 2.4462 8.0588
H 0.5765 2.6657 7.3125
H 1.5973 3.9722 7.1477
H 2.1348 1.5087 3.8159
H 3.2877 0.8533 2.8556
*
```